No. 1
# C2H18CdO14

A structure of composition C2H18CdO14 in a non-equilibrium geometry (ωB97M-V/def2-TZVPD, OMol25).

Computed properties:
E_tot ... -35597.2396 eV
Multiplicity ... 1
Molecular weight ... 378.56 g/mol
Energy relative to the best compared isomer or geometry (same formula, charge and spin) ... 10.3 kcal per mole
Net charge ... 0
Gap between HOMO and LUMO ... 9.290 eV
HOMO ... -10.27 eV

CARTESIAN COORDINATES (ANGSTROEM)
Cd1 0.475 1.503 0.622
C1 2.668 2.218 -0.574
O1 1.626 2.834 -0.746
O2 3.653 2.474 -1.472
O3 2.764 1.427 0.402
H1 3.478 3.095 -2.120
C2 0.187 -0.798 -0.609
O4 -0.011 0.313 -1.102
O5 -0.376 -1.896 -1.158
O6 0.858 -0.782 0.423
H2 0.018 -2.554 -0.673
O7 -0.877 -4.504 0.918
H3 -1.099 -3.748 1.475
H4 -0.699 -5.078 1.677
O8 -0.515 2.283 -3.232
H5 -0.082 1.496 -2.869
H6 0.189 2.912 -3.249
O9 -1.262 3.065 -0.557
H7 -2.029 3.664 -0.617
H8 -0.833 3.061 -1.422
O10 -2.506 -1.707 1.415
H9 -2.326 -0.849 1.091
H10 -2.596 -2.292 0.652
O11 3.520 -1.397 1.364
H11 2.628 -1.072 1.016
H12 4.080 -1.090 0.645
O12 -1.575 0.900 1.357
H13 -1.727 0.472 2.260
H14 -2.275 1.559 1.270
O13 -3.046 -0.234 -1.232
H15 -3.389 0.646 -1.555
H16 -2.082 -0.198 -1.298
O14 0.765 -1.886 2.860
H17 0.745 -1.855 1.930
H18 1.652 -1.983 3.106



No. 2
# C2H6BrOP

A cluster of 2 separate species, C2H6BrOP in total in a non-equilibrium geometry (ωB97M-V/def2-TZVPD, OMol25).

Computed properties:
E_tot ... -83545.7308 eV
Multiplicity ... 1
Molecular weight ... 156.95 g/mol
Energy relative to the best compared isomer or geometry (same formula, charge and spin) ... 131.0 kcal per mole
Net charge ... 0
Gap between HOMO and LUMO (alpha / beta) ... 8.912 / 7.472 eV
HOMO (alpha / beta) ... -8.19 / -7.34 eV

CARTESIAN COORDINATES (ANGSTROEM)
C1 -0.897 -0.607 -0.334
C2 1.813 -1.164 0.487
O1 -0.953 0.525 -1.036
P1 -0.670 2.046 -0.404
Br1 1.750 -0.676 2.284
H1 -1.177 -0.621 0.704
H2 -0.893 -1.500 -0.928
H3 2.318 -0.467 -0.153
H4 1.896 -2.218 0.304
H5 -1.429 2.626 -1.426
H6 -1.759 2.058 0.502



No. 3
# C40H44AsF6N3PSTi

A structure of composition C40H44AsF6N3PSTi in a non-equilibrium geometry (ωB97M-V/def2-TZVPD, OMol25).

Computed properties:
E_tot ... -167052.4077 eV
Multiplicity ... 2
Molecular weight ... 866.63 g/mol
Energy relative to the best compared isomer or geometry (same formula, charge and spin) ... 24.0 kcal per mole
Net charge ... 0
Gap between HOMO and LUMO (alpha / beta) ... 7.109 / 7.142 eV
HOMO (alpha / beta) ... -7.47 / -7.66 eV

CARTESIAN COORDINATES (ANGSTROEM)
Ti1 0.223 1.233 -1.044
C1 4.075 3.303 -0.942
C2 4.089 1.955 -1.672
C3 5.534 1.477 -1.837
P1 2.884 0.753 -0.904
C4 3.724 -0.886 -1.012
C5 3.817 -1.392 -2.457
C6 3.058 -1.929 -0.117
C7 2.964 1.099 0.882
C8 4.192 1.121 1.559
C9 4.300 1.418 2.903
C10 5.632 1.455 3.607
C11 3.113 1.712 3.577
C12 1.890 1.683 2.939
C13 1.785 1.357 1.580
N1 0.521 1.315 0.941
C14 -0.621 1.146 1.815
C15 -0.783 -0.042 2.539
C16 0.258 -1.134 2.529
C17 -1.953 -0.238 3.272
C18 -2.954 0.723 3.328
C19 -4.242 0.476 4.073
C20 -2.732 1.919 2.659
C21 -1.582 2.151 1.913
C22 -1.369 3.497 1.270
H1 4.461 4.073 -1.611
H2 4.709 3.265 -0.055
H3 3.079 3.609 -0.625
H4 3.674 2.126 -2.666
H5 6.024 1.313 -0.876
H6 6.097 2.263 -2.348
H7 5.638 0.569 -2.429
H8 4.734 -0.705 -0.639
H9 2.887 -1.876 -2.755
H10 4.611 -2.137 -2.547
H11 4.023 -0.604 -3.183
H12 2.006 -2.066 -0.380
H13 3.109 -1.653 0.936
H14 3.554 -2.895 -0.242
H15 5.099 0.891 1.010
H16 6.427 1.075 2.964
H17 5.622 0.851 4.516
H18 5.901 2.472 3.898
H19 3.148 1.968 4.632
H20 0.988 1.914 3.491
H21 0.797 -1.176 1.584
H22 -0.205 -2.106 2.711
H23 1.011 -0.974 3.305
H24 -2.080 -1.173 3.811
H25 -4.087 -0.174 4.935
H26 -4.981 -0.006 3.429
H27 -4.680 1.410 4.428
H28 -3.473 2.711 2.723
H29 -1.990 4.247 1.762
H30 -1.634 3.492 0.212
H31 -0.325 3.804 1.343
F1 0.546 1.986 -3.075
As1 0.445 3.820 -2.859
F2 0.196 4.037 -4.520
F3 0.766 3.302 -1.149
F4 0.374 5.442 -2.395
F5 2.136 3.851 -3.061
F6 -1.212 3.601 -2.580
S1 -0.331 -5.196 -2.188
C23 -0.355 -3.458 -1.884
C24 -0.852 -2.882 -0.723
C25 -0.740 -1.516 -0.546
N2 -0.107 -0.740 -1.430
C26 0.280 -1.271 -2.583
C27 0.189 -2.625 -2.852
C28 -1.713 -5.731 -1.211
C29 -1.516 -6.296 0.039
C30 -2.629 -6.720 0.754
N3 -3.877 -6.616 0.303
C31 -4.049 -6.074 -0.903
C32 -3.006 -5.620 -1.699
H32 -1.346 -3.470 0.037
H33 -1.163 -1.023 0.319
H34 0.695 -0.589 -3.318
H35 0.527 -3.011 -3.805
H36 -0.520 -6.410 0.445
H37 -2.506 -7.163 1.736
H38 -5.071 -6.000 -1.256
H39 -3.198 -5.188 -2.672
C33 -1.844 1.247 -1.134
C34 -3.046 1.135 -1.287
C35 -4.480 1.051 -1.426
C36 -5.293 1.058 -0.291
C37 -6.673 0.973 -0.414
C38 -7.259 0.879 -1.670
C39 -6.455 0.873 -2.802
C40 -5.075 0.958 -2.683
H40 -4.827 1.133 0.685
H41 -7.292 0.982 0.474
H42 -8.335 0.816 -1.766
H43 -6.904 0.806 -3.786
H44 -4.446 0.964 -3.564